No. 1
Computed, not measured: the molecule C4H10O2 in a non-equilibrium geometry, with ωB97M-V with the def2-TZVPD basis set.

Geometry as XYZ:
```
16
Properties=species:S:1:pos:R:3:forces:R:3
C -0.26603 -0.35003 1.85597 0.489 0.071 1.205
O 0.61175 -0.70801 0.79932 -0.195 0.489 0.238
C 0.17881 -0.44035 -0.51531 -0.100 -1.092 -0.295
C -1.12095 -1.21853 -0.89567 0.041 0.379 -0.660
O -0.06598 0.92557 -0.74215 0.124 -0.665 -0.384
C 1.09796 1.71419 -0.74024 0.491 1.311 0.043
H 0.32179 -0.57974 2.79384 -0.741 0.297 -0.960
H -0.56153 0.73077 1.89438 0.331 -0.825 -0.346
H -1.16779 -0.97523 1.86462 0.072 0.144 -0.056
H 1.07581 -0.80675 -1.08207 -0.839 0.434 -0.002
H -1.98315 -0.68361 -0.44362 0.434 -0.335 -0.381
H -1.24688 -1.22088 -2.02982 0.145 0.045 1.540
H -1.13208 -2.27195 -0.52775 0.288 0.849 -0.263
H 0.81537 2.73293 -1.12009 0.179 -0.937 0.532
H 1.92511 1.36472 -1.38813 -0.558 -0.308 0.050
H 1.51778 1.78690 0.27671 -0.161 0.142 -0.260
```
Positions in Å, forces in eV/Å.

Summary:
**Multiplicity**: 1
**Highest occupied orbital energy**: -0.37221 Eh
**Structure (SMILES)**: COC(C)OC
**Charge**: 0

No. 2
Computed, not measured: the molecule C22H29ClN6O2 in a non-equilibrium geometry, with ωB97M-V with the def2-TZVPD basis set.

Geometry as XYZ:
```
60
Properties=species:S:1:pos:R:3:forces:R:3
C 2.87201 0.32892 -0.56437 0.190 -0.193 -0.082
C 3.76135 -0.87811 -0.29246 -0.036 0.104 0.181
C 3.57331 -1.47318 1.10283 -0.096 -0.019 -0.167
C 2.15470 -1.94178 1.43099 0.246 -0.094 -0.064
C 1.64972 -3.09044 0.54659 0.227 -0.084 0.789
N 0.96305 -2.63496 -0.63885 -0.314 0.112 -0.476
C -0.19741 -1.94826 -0.72345 0.125 -0.226 0.000
C -1.02735 -1.54394 0.44433 0.085 0.186 0.129
N -0.61092 -0.24414 0.95985 -0.182 -0.050 0.049
C -1.17425 0.00316 2.28067 0.139 0.033 0.176
C -1.15036 1.49140 2.60841 0.070 -0.151 0.117
N -2.03613 2.19362 1.70815 0.151 -0.233 -0.070
C -2.65709 3.36065 2.05989 -0.185 0.302 0.111
C -3.74582 3.85533 1.32651 0.039 -0.113 -0.142
C -4.37053 5.02902 1.69274 0.062 0.049 0.084
C -3.95405 5.75169 2.79858 0.009 0.077 0.067
C -2.88122 5.26335 3.52319 -0.147 -0.055 -0.188
Cl -2.32042 6.14143 4.90784 0.060 0.097 0.145
C -2.22946 4.09807 3.17258 0.039 -0.085 0.032
C -2.16920 1.61648 0.38859 0.005 -0.171 -0.190
C -0.88876 0.85553 0.04141 -0.072 0.307 -0.133
N -0.53921 -1.67671 -1.97454 -0.277 0.105 -0.436
C 0.43455 -2.21713 -2.73452 0.698 -0.431 1.133
C 1.38717 -2.83254 -1.93244 -0.464 0.349 -0.632
C 2.49995 -3.54147 -2.49040 -0.184 0.064 0.068
O 3.37617 -4.15362 -1.91367 0.182 -0.083 0.085
N 2.46912 -3.45532 -3.88021 0.365 -0.220 -0.126
C 1.55745 -2.83647 -4.71979 -0.103 0.061 0.013
O 1.68776 -2.86744 -5.92147 0.108 -0.041 -0.346
N 0.50874 -2.20077 -4.09434 -0.001 -0.034 -0.137
C -0.50829 -1.52999 -4.87276 -0.176 0.119 -0.217
H 1.82244 0.04976 -0.58936 -0.191 0.016 0.013
H 3.12637 0.77301 -1.52439 -0.037 0.100 -0.077
H 3.00955 1.08298 0.20809 -0.050 0.146 0.087
H 4.80673 -0.57474 -0.38693 0.017 -0.073 -0.072
H 3.58419 -1.64462 -1.04580 0.096 -0.037 -0.054
H 4.25799 -2.31762 1.21020 0.059 -0.011 0.097
H 3.85571 -0.72211 1.84489 0.078 -0.006 0.045
H 2.15381 -2.29252 2.46518 -0.074 -0.006 0.034
H 1.45939 -1.10450 1.36264 -0.043 -0.031 0.108
H 2.48377 -3.71168 0.21314 -0.160 -0.016 0.028
H 0.95640 -3.71660 1.11862 0.091 -0.001 -0.102
H -0.90335 -2.27562 1.24682 -0.083 -0.002 -0.005
H -2.08217 -1.54301 0.12605 0.084 -0.097 0.064
H -0.57764 -0.54587 3.01626 -0.100 0.016 0.055
H -2.21517 -0.35207 2.35274 0.024 0.009 0.025
H -1.50148 1.62629 3.63455 0.084 -0.011 -0.054
H -0.11814 1.86367 2.54078 -0.008 -0.014 0.121
H -4.11889 3.30843 0.47584 -0.027 -0.078 -0.077
H -5.20811 5.38597 1.11222 -0.075 0.019 -0.053
H -4.44559 6.66510 3.08932 -0.026 0.090 0.056
H -1.38091 3.78131 3.75533 0.091 -0.022 0.057
H -3.03373 0.93770 0.33376 -0.009 0.078 -0.112
H -2.31325 2.41256 -0.34569 -0.031 -0.067 0.016
H -0.04652 1.55449 0.08227 -0.083 0.027 -0.139
H -0.95699 0.46046 -0.97335 0.040 0.132 0.045
H 3.22355 -3.92857 -4.36565 -0.148 0.095 0.076
H -0.46247 -0.45471 -4.69774 -0.043 -0.007 -0.035
H -0.31917 -1.74477 -5.92248 -0.041 0.036 0.116
H -1.49091 -1.89512 -4.57716 0.001 0.034 -0.038
```
Positions in Å, forces in eV/Å.

Summary:
**Multiplicity**: 1
**Highest occupied orbital energy**: -0.29058 Eh
**Structure (SMILES)**: CCCCCn1c(CN2CCN(c3cccc(Cl)c3)CC2)nc2c1c(=O)[nH]c(=O)n2C
**Charge**: 0

Number 1: LUMO energy 1.043 eV. Number 2: LUMO energy 0.463 eV.